C5H8S | wB97M-V/def2-TZVPD

- energy relative to the best compared isomer or geometry (same formula, charge and spin) (kcal/mol) = 118.3
- calculated total energy (eV) = -16144.5081
- strongest force on any atom (eV/Å) = 4.110
- lowest unoccupied orbital energy (eV) = 0.18

CARTESIAN COORDINATES (ANGSTROEM)
C1 -1.05476 -0.72129 1.23182
C2 -1.79745 -0.26634 0.43159
C3 2.24796 -0.77121 -0.57718
C4 -2.63613 0.34287 -0.60825
C5 1.51051 0.45487 -0.47123
S1 3.41182 -1.21391 0.48281
H1 -0.35762 -1.18938 1.86225
H2 -2.03863 0.34442 -1.55868
H3 -2.89484 1.21090 -0.11807
H4 -3.52913 -0.31649 -0.93652
H5 2.04340 1.36492 -0.76546
H6 1.31478 0.60905 0.62502
H7 0.60584 0.36200 -1.09015
H8 3.17426 -0.21041 1.49206

Cartesian forces, eV/Å:
C 0.7 -0.6 0.8
C -1.1 -0.1 -1.5
C 1.8 -1.4 -1.2
C 0.3 -3.8 -1.5
C -1.0 0.5 1.2
S -1.4 1.5 0.8
H 0.3 -0.2 0.5
H -0.4 0.9 0.9
H -1.1 2.5 -0.2
H 1.2 1.1 1.1
H 0.4 -0.4 -0.3
H -0.5 0.3 -0.7
H 0.1 0.4 0.6
H 0.8 -0.8 -0.5

These are the Löwdin partial charges, in e, on atoms 1 to 6:
1. C 0.08
2. C -0.22
3. C -0.63
4. C -0.10
5. C -0.27
6. S 0.76